1.
The molecule C3H9N3O2 at a distorted geometry, computed with ωB97M-V/def2-TZVPD.

- SMILES = CONN(C)C(N)=O
- energy (eV) = -11820.2906
- HOMO-LUMO gap (eV) = 9.9
- ΔE to the lowest compared entry with this formula, charge and spin (kJ/mol) = 363.6

CARTESIAN COORDINATES (ANGSTROEM)
C  -1.87  0.76  0.81
C  1.09  1.29  -0.62
N  0.72  -0.03  -0.14
N  0.32  -0.25  1.17
C  0.78  -1.12  -1.02
N  0.39  -2.29  -0.47
O  -1.08  -0.39  1.30
O  1.17  -0.99  -2.16
H  0.62  0.54  1.74
H  0.06  -2.33  0.48
H  0.48  -3.12  -1.02
H  -1.53  1.67  1.33
H  -1.85  0.90  -0.27
H  -2.88  0.50  1.11
H  1.66  1.81  0.16
H  0.21  1.89  -0.90
H  1.71  1.17  -1.50

---

2.
C3H9N3O2 as an isolated structure at a distorted geometry, computed with ωB97M-V/def2-TZVPD.

- energy (eV) = -11818.8871
- HOMO-LUMO gap (eV) = 9.6
- ΔE to the lowest compared entry with this formula, charge and spin (kJ/mol) = 499.0

CARTESIAN COORDINATES (ANGSTROEM)
C  -1.21  1.65  0.14
C  -0.89  0.24  0.60
C  0.09  -0.71  -0.09
N  0.29  -1.97  0.44
N  -0.02  -0.61  -1.50
N  1.66  0.29  0.32
O  2.19  0.92  -0.56
O  2.06  0.08  1.45
H  -2.20  1.95  0.08
H  -0.63  2.35  0.76
H  -0.91  1.70  -0.88
H  -1.86  -0.45  0.49
H  -0.49  0.14  1.56
H  0.70  -1.93  1.34
H  0.49  -2.64  -0.25
H  0.48  -1.32  -2.05
H  0.23  0.32  -1.84

---

3.
A 2-piece molecular cluster, C3H9N3O3 overall at a distorted geometry, computed with ωB97M-V/def2-TZVPD.

- SMILES = NC(=O)CNC(N)=O.O
- energy (eV) = -13870.7479
- HOMO-LUMO gap (eV) = 10.2
- ΔE to the lowest compared entry with this formula, charge and spin (kJ/mol) = 29.6

CARTESIAN COORDINATES (ANGSTROEM)
O  0.12  -1.05  -1.36
C  0.72  -0.30  -0.61
N  1.88  0.31  -1.01
C  0.36  -0.25  0.87
N  -0.42  0.94  1.20
C  -1.45  0.85  2.13
N  -2.31  -0.19  1.95
O  -1.63  1.71  2.97
H  2.20  0.07  -1.93
H  2.13  1.16  -0.55
H  1.12  -0.53  1.60
H  -0.25  -1.15  0.98
H  0.16  1.76  1.37
H  -2.16  -0.91  1.27
H  -2.96  -0.39  2.69
H  1.07  -1.41  -3.83
H  0.25  -0.18  -3.82
O  1.17  -0.45  -3.92

---

4.
A 2-piece molecular cluster, C3H9N3OS overall at a distorted geometry, computed with ωB97M-V/def2-TZVPD.

- energy (eV) = -20603.8466
- HOMO-LUMO gap (spin up / spin down) (eV) = 7.4 / 7.4
- ΔE to the lowest compared entry with this formula, charge and spin (kJ/mol) = 605.5

CARTESIAN COORDINATES (ANGSTROEM)
C  -1.27  0.97  0.10
C  -0.28  -1.15  -0.23
C  -0.83  -0.50  1.98
N  1.97  -0.12  -0.46
N  -0.87  -0.21  0.49
N  1.59  0.92  -1.01
O  1.56  1.30  -2.21
S  -0.42  -1.43  -1.96
H  -1.33  1.18  -1.04
H  -1.49  1.84  0.72
H  -0.03  -2.18  0.27
H  -1.83  -0.40  2.52
H  -0.20  -1.36  2.15
H  -0.27  0.32  2.41
H  2.28  -0.71  -1.16
H  1.36  1.74  -0.37
H  0.06  -0.20  -2.21

---

5.
A 2-piece molecular cluster, C3H9N3S overall at a distorted geometry, computed with ωB97M-V/def2-TZVPD.

- SMILES = C=NCCN=S.N
- energy (eV) = -18558.7194
- HOMO-LUMO gap (eV) = 7.2
- ΔE to the lowest compared entry with this formula, charge and spin (kJ/mol) = 382.1

CARTESIAN COORDINATES (ANGSTROEM)
C  0.03  0.10  -0.90
C  1.55  -0.07  -0.74
C  2.59  0.27  1.26
N  -3.38  0.56  0.82
N  -0.80  -1.00  -0.72
N  1.94  0.75  0.32
S  -0.42  -2.38  -0.12
H  -0.51  0.96  -0.55
H  -0.12  0.37  -2.04
H  1.71  -1.15  -0.69
H  1.93  0.23  -1.67
H  2.72  0.77  2.21
H  3.19  -0.61  1.35
H  -4.13  1.09  0.65
H  -2.67  0.55  0.02
H  -3.64  -0.43  0.79

---

6.
The molecule C3H9N3S at a distorted geometry, computed with ωB97M-V/def2-TZVPD.

- SMILES = C/C(=N/N)N(C)S
- energy (eV) = -18557.9264
- HOMO-LUMO gap (eV) = 9.6
- ΔE to the lowest compared entry with this formula, charge and spin (kJ/mol) = 458.6

CARTESIAN COORDINATES (ANGSTROEM)
C  1.29  0.64  0.92
C  -0.61  0.00  -0.42
C  -0.72  1.47  -0.93
H  2.00  1.47  0.40
H  0.65  1.19  1.59
H  1.95  0.01  1.62
H  1.65  -2.59  -0.48
H  -1.62  1.52  -1.78
H  0.09  1.88  -1.64
H  -0.91  2.38  -0.16
H  -2.30  -2.15  0.77
H  -0.90  -1.44  1.19
N  0.59  -0.33  0.22
N  -1.49  -0.86  -0.57
N  -1.25  -2.01  0.25
S  1.58  -1.17  -0.97

---

7.
The molecule C3H9N3S at a distorted geometry, computed with ωB97M-V/def2-TZVPD.

- SMILES = CN/N=C(/C)NS
- energy (eV) = -18558.5144
- HOMO-LUMO gap (eV) = 8.7
- ΔE to the lowest compared entry with this formula, charge and spin (kJ/mol) = 401.9

CARTESIAN COORDINATES (ANGSTROEM)
C  2.41  -0.89  0.31
C  -0.45  0.53  -0.14
C  -1.52  1.54  0.16
H  1.60  -1.68  0.84
H  3.20  -1.62  0.00
H  2.85  -0.01  0.87
H  1.98  0.21  -1.66
H  -2.43  1.53  -0.51
H  -1.03  2.61  0.01
H  -1.97  1.32  1.11
H  -0.31  -1.33  -0.42
H  -3.04  -1.03  1.02
N  1.50  -0.25  -0.74
N  0.73  0.81  -0.51
N  -0.95  -0.80  0.04
S  -2.58  -0.94  -0.38

---

8.
The molecule C3H9N3S at a distorted geometry, computed with ωB97M-V/def2-TZVPD.

- SMILES = CN/N=C/N(C)S
- energy (eV) = -18557.6093
- HOMO-LUMO gap (eV) = 9.1
- ΔE to the lowest compared entry with this formula, charge and spin (kJ/mol) = 489.2

CARTESIAN COORDINATES (ANGSTROEM)
C  -0.40  1.82  -2.46
C  0.44  0.09  0.59
C  0.52  -1.77  2.17
H  -1.36  1.34  -2.61
H  0.40  0.87  -2.72
H  -0.21  2.78  -2.90
H  0.28  2.67  -0.47
H  1.38  0.61  1.12
H  -0.53  -1.66  2.51
H  1.03  -0.96  2.73
H  0.92  -2.89  2.16
H  -1.72  -2.00  0.14
N  -0.43  1.95  -0.75
N  -0.52  0.65  -0.14
N  0.62  -1.27  0.88
S  -0.41  -2.23  -0.25

---

9.
An isolated ion of composition C3H9N4 and charge +1 at a distorted geometry, computed with ωB97M-V/def2-TZVPD.

- net charge = +1
- SMILES = C[N@@H+](N)CN=C=N
- energy (eV) = -9206.4495
- HOMO-LUMO gap (eV) = 10.9
- ΔE to the lowest compared entry with this formula, charge and spin (kJ/mol) = 499.0

CARTESIAN COORDINATES (ANGSTROEM)
C  2.15  -0.34  0.29
C  -0.06  -1.23  -0.52
C  -1.16  0.37  0.98
N  2.80  0.30  1.04
N  1.18  -0.63  -0.42
N  -0.79  1.16  -1.09
N  -1.07  -0.03  -0.41
H  -0.12  -1.55  -1.57
H  -0.08  -1.99  0.39
H  -1.26  -0.67  1.33
H  -0.27  0.88  1.58
H  -2.01  1.00  1.16
H  3.75  0.78  1.14
H  0.35  1.01  -1.31
H  -1.42  1.13  -1.90
H  -2.01  -0.18  -0.69

---

10.
C3H9N4 as an isolated structure at a distorted geometry, computed with ωB97M-V/def2-TZVPD.

- net charge = +1
- energy (eV) = -9203.8568
- HOMO-LUMO gap (spin up / spin down) (eV) = 6.8 / 8.5
- ΔE to the lowest compared entry with this formula, charge and spin (kJ/mol) = 749.2

CARTESIAN COORDINATES (ANGSTROEM)
C  -1.32  1.68  -0.53
C  -0.16  1.17  -0.94
C  -1.64  3.75  -1.67
N  -1.96  2.60  -1.27
N  0.38  -0.81  0.53
N  1.44  -1.32  0.63
N  1.05  -3.57  1.67
H  -1.85  1.47  0.45
H  0.70  0.98  -1.69
H  -2.53  4.24  -2.16
H  -0.70  4.26  -1.53
H  2.28  -0.86  0.25
H  1.47  -2.46  1.09
H  1.56  -4.38  1.28
H  0.11  -3.33  1.27
H  1.17  -3.42  2.63

---

11.
A 2-piece molecular cluster, C3H9N4 overall at a distorted geometry, computed with ωB97M-V/def2-TZVPD.

- net charge = +1
- energy (eV) = -9205.0415
- HOMO-LUMO gap (spin up / spin down) (eV) = 6.7 / 7.5
- ΔE to the lowest compared entry with this formula, charge and spin (kJ/mol) = 209.1
- spin multiplicity = 3

CARTESIAN COORDINATES (ANGSTROEM)
C  0.04  -1.93  -0.09
C  0.67  0.29  0.47
C  -0.71  0.19  -0.07
N  1.07  -1.16  0.32
N  -1.06  -1.26  -0.19
N  1.37  1.40  -0.16
N  -1.61  1.10  0.37
H  0.04  -2.98  0.05
H  0.67  0.75  1.46
H  -0.39  0.36  -1.75
H  1.90  -1.70  0.35
H  -1.94  -1.46  -0.69
H  2.25  1.69  0.19
H  1.36  1.51  -1.13
H  -2.31  1.47  -0.21
H  -1.36  1.72  1.08

---

12.
The molecule C3H9N5 at a distorted geometry, computed with ωB97M-V/def2-TZVPD.

- SMILES = CC(=N/N)/N=C/NN
- energy (eV) = -10702.9121
- HOMO-LUMO gap (eV) = 8.5
- ΔE to the lowest compared entry with this formula, charge and spin (kJ/mol) = 495.6

CARTESIAN COORDINATES (ANGSTROEM)
C  -1.62  1.73  -0.07
C  -1.27  0.19  -0.16
C  1.04  0.60  0.18
H  -2.75  1.92  -0.14
H  -1.36  1.86  1.12
H  -1.19  2.31  -0.77
H  -2.32  -2.64  -0.48
H  -0.82  -2.18  0.27
H  0.82  1.62  -0.03
H  3.20  0.99  0.33
H  2.31  -1.57  -0.74
H  2.77  -1.38  0.84
N  -2.26  -0.61  -0.27
N  -1.83  -1.89  0.14
N  0.06  -0.35  0.19
N  2.39  0.39  -0.23
N  2.84  -1.00  -0.19

---

13.
An isolated ion of composition C3H9N5 and charge +2 at a distorted geometry, computed with ωB97M-V/def2-TZVPD.

- net charge = +2
- SMILES = N/C=N\[NH+]=C/NC=[NH2+]
- energy (eV) = -10688.4800
- HOMO-LUMO gap (eV) = 9.4
- ΔE to the lowest compared entry with this formula, charge and spin (kJ/mol) = 146.1

CARTESIAN COORDINATES (ANGSTROEM)
C  1.69  -0.62  -0.66
C  -1.44  -1.36  0.34
C  -1.35  0.92  -0.55
N  0.74  -1.46  -0.55
N  2.05  0.34  0.19
N  -1.90  -0.28  -0.41
N  -0.21  -1.79  0.30
N  -0.37  1.38  0.18
H  2.22  -0.68  -1.61
H  -0.12  0.94  1.06
H  -2.19  -1.94  0.87
H  1.87  0.27  1.18
H  -1.75  1.56  -1.34
H  2.91  0.84  -0.02
H  -2.78  -0.45  -0.91
H  -0.03  -2.67  0.81
H  -0.05  2.34  0.05

---

14.
A 2-piece molecular cluster, C3H9NO overall at a distorted geometry, computed with ωB97M-V/def2-TZVPD.

- SMILES = C=N.CCO
- energy (eV) = -6791.3737
- HOMO-LUMO gap (eV) = 10.3
- ΔE to the lowest compared entry with this formula, charge and spin (kJ/mol) = 355.3

CARTESIAN COORDINATES (ANGSTROEM)
C  -4.23  -1.81  2.00
N  -4.53  -0.71  1.35
H  -3.35  -1.74  2.59
H  -4.85  -2.74  2.41
H  -5.02  -0.93  0.45
H  1.34  1.97  -1.75
C  2.70  0.63  -1.58
O  1.99  1.67  -1.19
C  3.38  0.19  -0.27
H  3.54  0.95  -2.32
H  2.17  -0.22  -2.17
H  4.03  0.99  -0.01
H  4.17  -0.66  -0.59
H  2.70  -0.07  0.57

---

15.
A 2-piece molecular cluster, C3H9NO overall, computed with ωB97M-V/def2-TZVPD.

- SMILES = C=CCN.O
- energy (eV) = -6793.5444
- HOMO-LUMO gap (eV) = 10.4
- ΔE to the lowest compared entry with this formula, charge and spin (kJ/mol) = 145.8

CARTESIAN COORDINATES (ANGSTROEM)
N  -0.72  0.45  -1.87
C  -0.38  1.72  -1.23
C  -2.02  1.14  0.54
C  -1.24  2.02  -0.05
H  -0.53  0.49  -2.86
H  -0.14  -0.31  -1.52
H  0.68  1.77  -0.97
H  -0.53  2.50  -1.98
H  -2.63  1.38  1.40
H  -2.13  0.16  0.09
H  -1.15  2.99  0.44
H  3.13  -4.36  1.32
H  3.80  -4.89  2.57
O  3.28  -4.14  2.25

---

16.
A 2-piece molecular cluster, C3H9NO overall at a distorted geometry, computed with ωB97M-V/def2-TZVPD.

- SMILES = C=C(C)N.O
- energy (eV) = -6793.6604
- HOMO-LUMO gap (eV) = 9.1
- ΔE to the lowest compared entry with this formula, charge and spin (kJ/mol) = 134.6

CARTESIAN COORDINATES (ANGSTROEM)
C  1.39  -0.45  0.30
C  0.76  -0.98  -0.97
C  0.91  -2.25  -1.32
N  -0.14  -0.12  -1.59
H  1.04  -0.97  1.20
H  0.89  0.50  0.53
H  2.47  -0.41  0.37
H  0.52  -2.71  -2.22
H  1.45  -2.98  -0.72
H  0.07  0.84  -1.79
H  -0.73  -0.63  -2.23
H  -2.96  3.22  3.56
H  -3.11  3.75  2.18
O  -2.56  3.19  2.69